{
  "formula": "C4H10O2S",
  "method": "ωB97M-V/def2-TZVPD",
  "species": ["O", "C", "C", "C", "C", "S", "H", "H", "H", "H", "H", "H", "H", "H", "H", "H", "O"],
  "xyz": [[-2.177, 2.582, -0.790], [-1.097, 2.651, -0.278], [-0.683, 1.799, 0.887], [0.736, 1.272, 0.691], [0.980, 0.120, 1.686], [2.447, -0.847, 1.205], [-0.311, 3.339, -0.656], [-1.446, 1.024, 0.956], [-0.881, 2.392, 1.781], [0.879, 1.010, -0.356], [1.447, 2.083, 0.910], [0.164, -0.621, 1.673], [1.297, 0.513, 2.651], [1.874, -1.487, 0.158], [-2.978, -4.291, -4.250], [-1.704, -4.987, -3.772], [-2.657, -4.984, -3.649]],
  "forces_ev_per_angstrom": [[0.141, 0.048, 0.120], [0.083, 0.320, -0.585], [-1.003, -0.314, 0.103], [0.091, 0.888, 0.443], [0.858, -0.650, -0.450], [-0.383, 0.239, -0.149], [-0.162, 0.094, -0.051], [0.175, -0.357, -0.152], [0.654, 0.123, 0.243], [-0.026, -0.364, -0.020], [-0.056, -0.334, -0.124], [0.142, 0.463, 0.392], [-0.628, -0.156, 0.221], [0.109, -0.003, 0.017], [0.114, -0.389, 0.273], [0.014, -0.064, -0.058], [-0.122, 0.456, -0.224]],
  "mol_weight_g_mol": 122.19,
  "de_lowest_kcal_mol": 29.7,
  "charge": 1,
  "s_squared": 0.753,
  "homo_ev": [-13.41, -13.35],
  "multiplicity": 2,
  "gap_ev": [9.04, 3.92]
}

=====

{
  "formula": "C6H15O4Si2",
  "method": "ωB97M-V/def2-TZVPD",
  "species": ["C", "C", "C", "C", "C", "C", "O", "O", "O", "O", "Si", "Si", "H", "H", "H", "H", "H", "H", "H", "H", "H", "H", "H", "H", "H", "H", "H"],
  "xyz": [[-0.839, -0.180, -0.220], [1.633, 1.654, -0.608], [3.062, -0.368, 0.162], [0.883, -1.818, -1.189], [0.643, -0.689, -0.488], [1.653, 0.184, 0.145], [-1.422, -1.351, 0.411], [-1.399, 0.026, -1.368], [1.359, 0.390, 1.502], [-1.250, 1.000, 0.488], [-2.630, -1.608, 1.489], [-2.380, 1.557, -0.603], [0.930, 2.206, -0.151], [2.629, 2.068, -0.561], [1.469, 1.355, -1.631], [3.272, -1.266, 0.620], [3.708, 0.368, 0.746], [3.444, -0.508, -0.861], [1.949, -1.978, -1.451], [0.080, -2.386, -1.692], [0.461, 0.715, 1.756], [-2.672, -1.046, 2.810], [-2.274, -2.946, 1.573], [-4.064, -1.310, 1.127], [-3.660, 0.874, -0.525], [-2.072, 2.220, -1.873], [-2.514, 2.838, 0.392]],
  "forces_ev_per_angstrom": [[-0.174, -1.628, -0.526], [2.858, -4.742, -0.744], [1.303, 2.871, -0.867], [0.217, 1.588, -0.116], [-1.227, -0.259, 0.607], [0.525, 1.944, -0.325], [-0.192, 0.708, 0.908], [-1.495, 0.666, -2.283], [-0.448, 0.098, 1.992], [2.581, -1.395, 2.049], [-0.328, 1.185, -1.232], [0.638, 0.924, -0.034], [-2.560, 2.068, 1.142], [0.254, 0.333, 0.317], [-0.539, 0.633, -0.555], [-0.485, -2.271, 1.293], [-0.664, -0.644, -1.046], [0.035, 0.507, 0.162], [-0.872, -0.420, 0.199], [0.599, 0.356, 0.530], [0.730, -0.316, -1.271], [0.565, 0.611, 0.890], [-0.361, -2.324, 0.619], [0.413, -0.263, -0.394], [-0.665, -0.050, -0.066], [-0.261, 0.491, -0.321], [-0.449, -0.671, -0.929]],
  "mol_weight_g_mol": 207.35,
  "de_lowest_kcal_mol": 9.2,
  "charge": -1,
  "homo_ev": -5.27,
  "multiplicity": 1,
  "gap_ev": 8.71
}

=====

{
  "formula": "C20H24N5O6Re",
  "method": "ωB97M-V/def2-TZVPD",
  "species": ["Re", "C", "C", "N", "C", "C", "N", "C", "O", "O", "C", "O", "O", "H", "H", "H", "H", "H", "C", "N", "C", "C", "O", "H", "H", "H", "H", "H", "H", "H", "C", "N", "N", "C", "O", "C", "C", "C", "C", "C", "C", "C", "C", "C", "H", "H", "H", "H", "H", "H", "H", "H", "H", "H", "H", "H"],
  "xyz": [[-1.114, -0.736, 0.535], [-2.054, 0.297, -2.971], [-2.970, 0.263, -1.808], [-2.669, -0.089, -0.546], [-3.831, 0.042, 0.213], [-4.833, 0.465, -0.590], [-4.261, 0.598, -1.834], [-6.300, 0.801, -0.459], [-6.865, 0.679, 0.721], [-6.852, 1.152, -1.458], [-3.726, -0.310, 1.622], [-4.568, -0.305, 2.451], [-2.406, -0.708, 1.903], [-1.037, 0.060, -2.666], [-2.059, 1.289, -3.423], [-2.378, -0.418, -3.729], [-4.811, 0.920, -2.630], [-6.275, 0.373, 1.433], [0.097, -5.892, -0.817], [0.091, -4.688, 0.039], [0.726, -4.794, 1.368], [-0.477, -3.611, -0.351], [-0.504, -2.546, 0.422], [1.131, -6.186, -0.986], [-0.393, -5.680, -1.762], [-0.431, -6.684, -0.289], [1.085, -5.811, 1.486], [-0.006, -4.570, 2.141], [1.565, -4.104, 1.430], [-0.966, -3.571, -1.319], [3.974, 2.978, 1.500], [2.581, 2.544, 1.641], [1.975, 1.751, 0.713], [0.746, 1.472, 1.183], [-0.137, 0.832, 0.378], [0.563, 2.051, 2.417], [1.761, 2.727, 2.682], [2.153, 3.527, 3.869], [2.502, 1.505, -0.603], [2.609, 2.557, -1.499], [3.128, 2.300, -2.759], [3.513, 1.010, -3.105], [3.396, -0.032, -2.193], [2.893, 0.212, -0.923], [4.471, 2.329, 0.785], [4.459, 2.888, 2.468], [4.008, 4.009, 1.155], [-0.310, 2.018, 3.046], [1.327, 3.576, 4.573], [2.425, 4.543, 3.580], [3.007, 3.075, 4.376], [2.295, 3.556, -1.221], [3.234, 3.107, -3.471], [3.925, 0.820, -4.087], [3.730, -1.025, -2.463], [2.861, -0.566, -0.169]],
  "forces_ev_per_angstrom": [[0.235, 0.140, 0.280], [0.004, -0.018, 0.023], [-0.006, 0.041, -0.136], [-0.117, -0.118, 0.002], [-0.142, 0.068, 0.011], [0.033, 0.049, 0.021], [0.028, -0.018, 0.045], [-0.002, -0.045, -0.016], [0.025, -0.004, 0.043], [0.008, 0.021, 0.004], [0.180, -0.258, -0.099], [-0.028, 0.069, 0.030], [-0.147, 0.118, 0.088], [-0.002, 0.006, 0.004], [0.003, -0.003, -0.011], [0.002, 0.011, -0.011], [0.013, -0.009, -0.011], [-0.022, 0.012, -0.033], [-0.007, 0.021, 0.007], [-0.058, 0.038, -0.003], [0.022, -0.015, 0.006], [-0.130, -0.113, 0.018], [0.068, 0.124, -0.161], [-0.003, -0.010, -0.002], [0.002, -0.013, -0.004], [0.011, -0.014, -0.014], [-0.007, -0.001, 0.009], [0.005, 0.002, 0.004], [-0.007, 0.008, 0.001], [0.041, -0.010, -0.016], [-0.029, 0.037, -0.024], [0.053, -0.183, 0.067], [-0.131, 0.129, -0.002], [-0.064, 0.186, 0.046], [0.038, -0.199, -0.144], [0.079, -0.021, 0.020], [-0.036, -0.021, -0.027], [0.000, -0.008, 0.028], [0.024, -0.045, -0.011], [-0.049, -0.056, -0.019], [-0.005, 0.013, -0.008], [0.001, -0.001, 0.001], [0.006, -0.014, 0.014], [0.080, 0.085, -0.017], [0.016, 0.010, 0.010], [-0.001, 0.018, 0.002], [0.022, -0.001, -0.002], [-0.011, 0.002, -0.005], [-0.002, 0.006, -0.005], [0.012, -0.001, 0.004], [0.002, 0.011, 0.002], [0.005, 0.002, 0.011], [0.001, -0.002, -0.002], [0.004, -0.002, 0.000], [0.002, 0.000, 0.002], [-0.017, -0.023, -0.019]],
  "mol_weight_g_mol": 616.65,
  "de_lowest_kcal_mol": 17.0,
  "charge": 3,
  "s_squared": 0.753,
  "homo_ev": [-17.71, -17.71],
  "multiplicity": 2,
  "gap_ev": [7.14, 6.70]
}

=====

{
  "formula": "C4H11N2",
  "method": "ωB97M-V/def2-TZVPD",
  "species": ["C", "C", "C", "N", "C", "N", "H", "H", "H", "H", "H", "H", "H", "H", "H", "H", "H"],
  "xyz": [[-1.652, 0.415, -1.704], [-1.187, 0.863, -0.333], [0.021, 0.006, 0.098], [1.021, -0.218, -0.991], [0.287, -0.623, 1.249], [1.406, -0.558, 2.026], [-1.143, 1.025, -2.456], [-1.526, -0.699, -2.022], [-2.678, 0.862, -1.855], [-1.941, 0.601, 0.458], [-1.157, 1.891, -0.303], [1.196, 0.510, -1.660], [0.949, -1.090, -1.510], [1.865, -0.336, -0.535], [-0.570, -0.885, 1.855], [1.951, 0.259, 1.938], [1.248, -0.669, 2.983]],
  "forces_ev_per_angstrom": [[-1.142, 0.316, -1.511], [-0.825, -5.689, 1.114], [-0.654, 0.863, -1.913], [-0.220, 0.349, -0.169], [-1.394, 1.923, 2.099], [0.922, -1.164, -1.555], [0.498, -0.268, -0.183], [-0.661, 1.979, 0.941], [0.633, -1.297, 0.081], [0.335, 0.180, -0.685], [1.095, 2.391, 0.302], [-0.343, 0.831, -0.492], [-0.887, -0.160, -0.147], [2.734, -0.279, 1.264], [-0.517, 0.160, -0.015], [0.794, 0.795, -0.628], [-0.368, -0.929, 1.499]],
  "mol_weight_g_mol": 87.15,
  "de_lowest_kcal_mol": 73.9,
  "charge": 1,
  "homo_ev": -12.74,
  "multiplicity": 1,
  "smiles": "CC/C([NH3+])=C/N",
  "gap_ev": 8.88
}

=====

{
  "formula": "C20H29O4Os",
  "method": "ωB97M-V/def2-TZVPD",
  "species": ["O", "C", "C", "H", "H", "C", "H", "H", "C", "H", "H", "H", "C", "H", "H", "H", "Os", "C", "C", "C", "H", "C", "C", "H", "H", "H", "H", "C", "C", "C", "H", "C", "C", "H", "H", "H", "H", "O", "C", "C", "H", "H", "C", "H", "H", "C", "H", "H", "H", "H", "O", "C", "O", "H"],
  "xyz": [[0.337, -0.010, -3.972], [0.219, 1.373, -4.538], [0.036, 0.889, -5.969], [1.143, 1.935, -4.342], [-0.655, 1.896, -4.119], [0.171, -0.533, -5.335], [0.830, 1.164, -6.669], [-0.937, 1.110, -6.411], [1.472, -1.237, -5.702], [2.291, -0.515, -5.569], [1.446, -1.621, -6.733], [1.614, -2.084, -5.013], [-1.060, -1.426, -5.476], [-1.959, -0.877, -5.168], [-0.937, -2.327, -4.859], [-1.157, -1.755, -6.523], [-0.249, -0.428, 3.643], [-2.028, -0.800, 4.737], [-1.733, 0.583, 4.874], [-1.797, 1.159, 3.571], [-1.496, 1.119, 5.793], [-2.100, 0.126, 2.627], [-2.231, -1.072, 3.353], [-2.465, -2.032, 2.917], [-2.096, -1.507, 5.562], [-1.652, 2.210, 3.348], [-2.194, 0.252, 1.559], [0.823, -1.779, 4.935], [0.030, -2.497, 3.996], [0.506, -2.220, 2.683], [-0.771, -3.190, 4.243], [1.612, -1.348, 2.802], [1.822, -1.087, 4.198], [2.588, -0.449, 4.625], [0.709, -1.755, 6.014], [0.098, -2.600, 1.756], [2.155, -0.907, 1.982], [1.122, 0.453, 0.223], [0.124, -0.230, -0.594], [-0.438, 0.807, -1.570], [-0.728, -0.682, -0.015], [0.622, -1.059, -1.135], [0.454, 2.037, -1.384], [-1.485, 1.046, -1.348], [-0.393, 0.318, -2.550], [0.736, 1.863, 0.106], [-0.012, 2.977, -1.672], [1.400, 1.920, -1.949], [-0.215, 2.082, 0.630], [1.525, 2.477, 0.547], [1.765, 3.183, 4.476], [1.242, 2.083, 4.503], [0.830, 1.433, 3.441], [1.072, 1.531, 5.468]],
  "forces_ev_per_angstrom": [[-0.111, 1.154, -2.383], [0.235, -0.164, 0.762], [0.058, -0.688, 0.400], [-0.367, -0.115, -0.009], [0.355, -0.159, 0.009], [0.281, -0.459, -0.848], [-0.135, -0.114, 0.191], [0.105, -0.069, 0.095], [-0.277, -0.065, 0.100], [-0.092, -0.389, -0.155], [0.085, 0.194, 0.293], [0.086, 0.241, -0.232], [0.401, 0.082, 0.097], [0.145, -0.230, -0.103], [-0.124, 0.237, -0.068], [-0.055, 0.197, 0.320], [2.894, 2.767, -2.479], [-2.888, -0.871, 0.881], [-0.239, 0.773, -0.015], [-1.847, 1.104, 0.120], [-0.240, -0.252, -0.223], [-0.185, 1.019, 0.158], [-2.988, -1.044, 0.770], [-0.066, 0.039, 0.092], [0.017, 0.181, -0.368], [0.100, -0.286, -0.066], [0.040, -0.061, 0.026], [0.108, -0.662, 0.547], [0.759, -3.309, 0.751], [-0.266, -0.563, -0.063], [0.264, 0.244, -0.069], [1.657, -0.071, 1.106], [1.591, -0.599, -0.941], [-0.118, -0.133, -0.163], [0.063, -0.197, -0.241], [0.073, 0.002, 0.121], [-0.020, 0.098, -0.047], [-1.555, 0.766, -0.076], [0.004, -0.401, 0.082], [-0.448, -0.395, -0.198], [0.881, 0.346, 0.076], [-0.074, 0.472, 0.380], [0.643, -0.733, 0.090], [0.153, 0.064, 0.153], [-0.394, 0.697, 0.717], [0.244, -0.190, -0.044], [-0.078, 0.025, 0.164], [-0.412, 0.106, 0.258], [0.343, -0.289, 0.194], [0.041, -0.192, -0.146], [1.138, 2.377, 0.626], [-2.513, -4.860, -3.468], [2.298, 3.474, 2.883], [0.427, 0.905, -0.053]],
  "mol_weight_g_mol": 523.68,
  "de_lowest_kcal_mol": 10.1,
  "charge": 1,
  "s_squared": 6.018,
  "homo_ev": [-8.22, -11.60],
  "multiplicity": 5,
  "gap_ev": [5.25, 3.67]
}